Entry 1:
{"formula": "C4H9NO3", "method": "ωB97M-V/def2-TZVPD", "species": ["N", "C", "C", "O", "C", "C", "O", "H", "H", "H", "H", "H", "H", "H", "O", "H", "H"], "positions_angstrom": [[0.19666, -1.33730, 0.16586], [1.03587, -0.15711, -0.12239], [2.12476, -0.06415, 0.98911], [2.88228, -1.00992, 1.13089], [0.00654, 1.05982, 0.00033], [-0.71232, 1.29881, -1.40215], [-1.21010, 2.34476, -1.56735], [-0.29216, -1.38595, 1.01158], [0.77454, -2.14346, -0.08568], [1.65966, -0.03420, -1.09595], [2.33741, 0.87885, 1.45091], [-0.69630, 0.69263, 0.83598], [0.45494, 1.96160, 0.25460], [-0.89224, 0.44260, -2.05290], [-2.75295, -0.79191, -0.08375], [-3.01346, -0.57514, 0.81202], [-1.90313, -1.17992, -0.24111]], "mol_weight_g_mol": 119.120, "gap_ev": 9.8, "smiles": "N[C@H](C=O)CC=O.O", "max_force_ha_per_bohr": 0.096, "e_tot_ha": -438.21493, "lumo_ev": 0.314, "homo_energy_ev": -9.5, "de_lowest_kcal_mol": 71.6}

***

Entry 2:
{"formula": "C20H27F16NO4Si2", "method": "ωB97M-V/def2-TZVPD", "species": ["O", "C", "C", "C", "C", "C", "C", "C", "N", "C", "C", "C", "Si", "O", "Si", "H", "H", "H", "H", "H", "H", "H", "H", "H", "H", "H", "H", "H", "H", "H", "H", "H", "H", "H", "C", "C", "C", "F", "F", "F", "F", "O", "C", "C", "F", "F", "F", "F", "H", "H", "H", "H", "C", "C", "C", "F", "F", "F", "F", "O", "C", "C", "F", "F", "F", "F", "H", "H", "H", "H"], "positions_angstrom": [[2.96861, -0.83328, 5.42409], [3.24887, -1.03572, 3.97319], [3.74846, -2.56136, 3.55056], [4.11490, -2.89640, 1.97842], [3.98153, -1.66492, 0.88690], [3.46180, -0.16109, 1.30557], [3.06966, 0.18165, 2.87863], [2.52661, 1.69373, 3.27734], [1.19910, 1.65208, 4.00202], [0.01472, 1.59522, 3.06267], [-0.64270, 0.07852, 2.89944], [-1.46440, -0.11554, 1.47186], [-3.16114, -1.05881, 1.69718], [-2.93417, -2.83545, 1.77425], [-2.36919, -3.32197, 3.36544], [3.87844, -0.82847, 5.85924], [3.82233, -3.40471, 4.38786], [4.46137, -3.98060, 1.69941], [4.25277, -1.92951, -0.23237], [3.38873, 0.64280, 0.45496], [2.36730, 2.26506, 2.24728], [3.33832, 2.33866, 3.86084], [1.16340, 0.92738, 4.75189], [0.20051, 2.09168, 2.01281], [-0.84456, 2.24608, 3.57571], [0.15889, -0.78289, 2.94014], [-1.44193, -0.13999, 3.75132], [-1.68876, 0.90629, 0.92166], [-0.84524, -0.77785, 0.70988], [-3.95232, -0.54400, 2.82137], [-4.01169, -0.85126, 0.49696], [-2.70503, -2.34707, 4.40957], [-0.89595, -3.43117, 3.26454], [-2.92348, -4.65857, 3.69503], [-2.78958, -2.01564, -4.36422], [-1.26875, -1.82982, -4.25817], [-0.44577, -3.07604, -4.56607], [-0.71539, -4.09745, -3.72402], [0.88319, -2.81668, -4.43206], [-0.96565, -1.32365, -3.03268], [-0.91751, -0.85605, -5.15652], [-3.48309, -2.26303, -3.13810], [-3.49271, -3.62285, -2.70586], [-2.73509, -3.83599, -1.39064], [-1.44004, -3.44264, -1.48736], [-2.71477, -5.15078, -1.04303], [-3.04329, -4.41237, -3.71027], [-4.80418, -3.94646, -2.53815], [-3.19439, -1.05653, -4.71201], [-3.07341, -2.72986, -5.14704], [-0.61220, -3.41874, -5.59200], [-3.19785, -3.27149, -0.57644], [0.08693, 2.93651, -2.07660], [0.68759, 3.04103, -0.66700], [0.12988, 4.17447, 0.18708], [0.34782, 5.39111, -0.35820], [0.73128, 4.19418, 1.40744], [2.04246, 3.11111, -0.76359], [0.42420, 1.85780, -0.02729], [0.84206, 3.53841, -3.13160], [0.63796, 4.93987, -3.30567], [1.89545, 5.76641, -3.01455], [2.34505, 5.56861, -1.74964], [1.64594, 7.09826, -3.13222], [-0.43281, 5.32813, -2.57295], [0.27428, 5.09993, -4.60756], [0.07730, 1.86856, -2.32980], [-0.96898, 3.23236, -2.10787], [-0.94542, 4.05562, 0.35217], [2.70369, 5.50516, -3.70318]], "mol_weight_g_mol": 705.579, "gap_ev": 8.5, "max_force_ha_per_bohr": 0.098, "e_tot_ha": -3310.51475, "lumo_ev": 0.275, "homo_energy_ev": -8.2}

***

Entry 3:
{"formula": "C27H43B2FN2O7", "method": "ωB97M-V/def2-TZVPD", "species": ["C", "C", "O", "C", "C", "C", "C", "C", "C", "F", "C", "O", "N", "C", "C", "B", "O", "O", "C", "O", "C", "C", "C", "O", "B", "N", "O", "H", "H", "H", "H", "H", "H", "H", "H", "H", "H", "H", "H", "H", "H", "H", "H", "H", "H", "H", "H", "H", "H", "H", "H", "H", "H", "H", "H", "H", "H", "H", "C", "C", "C", "C", "C", "C", "H", "H", "H", "H", "H", "H", "C", "C", "C", "C", "C", "C", "H", "H", "H", "H", "H", "H"], "positions_angstrom": [[6.38798, 0.24970, -0.79024], [5.56862, 1.40848, -0.22479], [4.37582, 1.51556, -0.95931], [3.58069, 2.61312, -0.52548], [2.49852, 2.09441, 0.44332], [1.15626, 1.91353, -0.23145], [0.04402, 1.39211, 0.68724], [0.34836, 0.13739, 1.52364], [0.25749, -1.21113, 0.82636], [0.97004, -2.04334, 1.72312], [1.11867, -1.43832, -0.46672], [2.17880, -1.02411, -0.68707], [0.35497, -2.30515, -1.28479], [-1.04946, -1.95897, -1.05664], [-1.28010, -0.68578, -1.84768], [-1.09558, -0.95877, -3.41228], [-0.86527, -2.20334, -3.94729], [-1.21429, 0.09850, -4.28737], [-1.12496, -1.89643, 0.52563], [-0.94869, -3.27406, 0.87162], [-1.65796, -3.67122, 2.01895], [-1.12558, -5.03510, 2.47193], [0.36424, -5.19284, 2.23234], [-1.82543, -6.01453, 1.70747], [-2.51441, -1.17937, 0.92258], [-2.77662, -0.37348, 2.12882], [-3.58274, -1.37696, 0.07875], [6.74809, -0.41856, -0.01692], [7.26406, 0.58289, -1.33994], [5.76745, -0.32310, -1.46930], [6.16523, 2.32157, -0.29197], [5.36066, 1.18874, 0.82751], [4.20103, 3.37886, -0.06654], [3.08188, 2.97527, -1.42270], [2.41829, 2.72838, 1.32535], [2.87632, 1.13540, 0.78591], [0.84172, 2.91344, -0.54188], [1.25604, 1.36046, -1.15926], [-0.14716, 2.19096, 1.40416], [-0.87383, 1.29994, 0.10723], [-0.29619, 0.18316, 2.39192], [1.35252, 0.19642, 1.92458], [0.62359, -3.27362, -1.17186], [-1.64704, -2.80223, -1.37734], [-2.28858, -0.27809, -1.75267], [-0.58638, 0.11757, -1.60404], [0.05160, -2.24708, -4.25573], [-1.94932, 0.65960, -4.00677], [-1.48996, -3.00056, 2.86399], [-2.72174, -3.82873, 1.82823], [-1.29369, -5.13956, 3.54769], [0.95973, -4.47646, 2.78437], [0.67106, -6.17438, 2.60297], [0.62224, -5.16856, 1.18233], [-1.30488, -6.82320, 1.79050], [-2.40975, 0.57118, 2.01708], [-2.18449, -0.77405, 2.85580], [-3.96296, -0.53066, -0.19318], [3.18778, 2.90422, 4.27677], [3.98689, 3.92149, 4.77900], [3.47872, 4.79911, 5.72672], [2.17018, 4.66156, 6.16904], [1.36848, 3.64905, 5.66030], [1.87772, 2.76946, 4.71519], [3.58572, 2.21508, 3.54182], [5.00674, 4.03018, 4.43196], [4.10279, 5.59100, 6.12104], [1.77468, 5.34457, 6.91004], [0.34611, 3.54495, 6.00153], [1.25346, 1.97730, 4.31919], [-5.06853, 1.31424, -6.90271], [-4.24766, 0.51385, -6.12016], [-4.79519, -0.26435, -5.10912], [-6.16383, -0.23884, -4.87695], [-6.98326, 0.56809, -5.65385], [-6.43620, 1.34334, -6.66752], [-4.64212, 1.91585, -7.69533], [-3.17934, 0.49378, -6.29909], [-4.15419, -0.89350, -4.50241], [-6.59143, -0.84817, -4.09063], [-8.04998, 0.59211, -5.47022], [-7.07643, 1.97069, -7.27476]], "mol_weight_g_mol": 548.270, "gap_ev": 9.5, "smiles": "CCOCCCCC[C@]1(F)C(=O)N[C@H](CB(O)O)[C@]1(OC[C@H](C)O)B(N)O.c1ccccc1.c1ccccc1", "max_force_ha_per_bohr": 0.080, "e_tot_ha": -1840.47981, "lumo_ev": 0.166, "homo_energy_ev": -9.3}

***

Entry 4:
{"formula": "C2H3N2O2S", "method": "ωB97M-V/def2-TZVPD", "species": ["C", "C", "N", "N", "O", "O", "S", "H", "H", "H"], "positions_angstrom": [[-0.63491, -1.32897, 0.36831], [1.70681, -0.17184, -0.04390], [-1.36631, -0.22767, 0.28417], [-2.14590, 0.10767, 1.30833], [-2.82180, 1.12572, 0.98589], [1.57483, 0.27994, -1.28812], [2.96802, 0.13436, 0.87415], [-0.15563, -1.34886, -0.63752], [-1.44016, 0.52546, -0.46289], [2.31505, 0.90420, -1.38843]], "mol_weight_g_mol": 119.125, "gap_ev": [6.0, 6.1], "max_force_ha_per_bohr": 0.068, "charge": -1, "e_tot_ha": -736.00417, "lumo_ev": [3.295, 3.299], "homo_energy_ev": [-2.8, -2.8], "de_lowest_kcal_mol": 137.4}

***

Entry 5:
{"formula": "C17H18BNO4", "method": "ωB97M-V/def2-TZVPD", "species": ["O", "O", "O", "O", "B", "C", "C", "C", "C", "C", "C", "C", "C", "C", "C", "C", "C", "C", "N", "C", "C", "C", "C", "H", "H", "H", "H", "H", "H", "H", "H", "H", "H", "H", "H", "H", "H", "H", "H", "H", "H"], "positions_angstrom": [[0.02050, 4.01308, 3.23504], [-0.56680, -2.61863, -1.83089], [-1.93328, -0.02454, 1.27210], [0.06685, -0.35135, -1.74949], [0.23022, -1.65643, -2.24203], [-0.54465, 3.70123, 2.18427], [3.46132, -2.16901, -5.11395], [-1.59997, -0.63902, 4.93351], [2.94860, -0.89199, -4.90015], [2.89623, -3.22629, -4.49214], [-0.98223, 0.59975, 5.31942], [-1.84028, -0.80673, 3.57964], [2.00701, -0.71459, -3.90878], [1.83562, -3.08897, -3.61909], [-0.60184, 1.62793, 4.35021], [-1.67723, 0.18057, 2.65543], [1.37199, -1.81524, -3.31375], [-1.05448, 1.46520, 3.03061], [-1.22330, 2.50988, 2.03344], [-0.28996, 4.55646, 0.96805], [-1.44749, -2.02932, -0.96832], [-0.72247, -0.02333, 0.53843], [-1.01414, -0.51102, -0.84677], [4.24358, -2.30543, -5.83593], [-2.05240, -1.25050, 5.76352], [3.40267, -0.06406, -5.37993], [3.08412, -4.35579, -4.68599], [-0.84763, 0.75994, 6.31724], [-2.13697, -1.80370, 3.28402], [1.73702, 0.25751, -3.48834], [1.13081, -3.97705, -3.50886], [0.12917, 2.38763, 4.45875], [-1.58926, 2.20831, 1.15177], [0.32054, 5.42043, 1.23009], [-1.19992, 4.84262, 0.41708], [0.25531, 3.93646, 0.27656], [-2.43782, -2.17919, -1.37922], [-1.22078, -2.51960, -0.05153], [-0.42066, 0.99789, 0.53083], [0.00435, -0.67659, 1.01991], [-1.74234, 0.23345, -1.23478]], "mol_weight_g_mol": 311.146, "gap_ev": 9.1, "max_force_ha_per_bohr": 0.091, "e_tot_ha": -1039.18971, "lumo_ev": 0.465, "homo_energy_ev": -8.6, "de_lowest_kcal_mol": 46.7}

***

Entry 6:
{"formula": "C31H66GeN11ORuSSe", "method": "ωB97M-V/def2-TZVPD", "species": ["Ru", "C", "N", "C", "C", "N", "C", "C", "N", "C", "C", "N", "C", "N", "C", "C", "N", "C", "C", "C", "C", "N", "C", "N", "C", "C", "N", "C", "C", "N", "C", "C", "H", "H", "H", "H", "H", "H", "H", "H", "H", "H", "H", "H", "H", "H", "H", "H", "H", "H", "H", "H", "H", "H", "H", "H", "H", "H", "H", "H", "H", "H", "H", "H", "H", "H", "H", "H", "H", "H", "H", "H", "H", "H", "H", "H", "H", "H", "H", "H", "O", "N", "C", "C", "C", "C", "C", "S", "H", "H", "H", "H", "C", "Ge", "C", "C", "C", "Se", "C", "H", "H", "H", "H", "H", "H", "H", "H", "H", "H", "H", "H", "H", "H"], "positions_angstrom": [[-0.32889, 0.41542, 0.51509], [0.95200, -0.33475, 5.00365], [1.40430, -0.57962, 3.65009], [1.47703, -1.97515, 3.25592], [1.80179, 0.41788, 2.81076], [1.57548, 0.34204, 1.52661], [2.56168, 0.93413, 0.62340], [2.72717, -0.09074, -0.48721], [1.49988, -0.15377, -1.30435], [1.39898, -1.52234, -1.86098], [0.16883, -1.78549, -2.70580], [-1.02828, -1.80464, -1.89330], [-2.06300, -2.40657, -2.37492], [-2.28132, -2.68880, -3.71454], [-1.91608, -1.76976, -4.76867], [-2.71390, -4.00090, -4.15297], [-3.07785, -2.81142, -1.53738], [-4.44487, -2.97585, -1.97843], [-2.80650, -3.26051, -0.18836], [1.55107, 0.83749, -2.39127], [0.25374, 1.62372, -2.47419], [0.15912, 2.54634, -1.35552], [0.21375, 3.81776, -1.59796], [-0.09706, 4.73551, -0.62552], [-0.84785, 4.32801, 0.53998], [0.74424, 5.90286, -0.43852], [0.51029, 4.38698, -2.83588], [-0.18258, 5.57086, -3.30500], [1.72883, 4.08352, -3.55710], [2.46058, 1.46426, 3.38786], [2.34781, 2.80872, 2.86238], [3.44310, 1.28298, 4.44097], [-0.06998, -0.70544, 5.12271], [0.96232, 0.73118, 5.21828], [1.58371, -0.84730, 5.73523], [2.31903, -2.46170, 3.76118], [1.60230, -2.04468, 2.18014], [0.55832, -2.49334, 3.52629], [3.51800, 1.12605, 1.11731], [2.19627, 1.87861, 0.20262], [2.85737, -1.06273, -0.01097], [3.61086, 0.09562, -1.10920], [1.40350, -2.22167, -1.02367], [2.29079, -1.72087, -2.47530], [0.32151, -2.75502, -3.19835], [0.13258, -1.04700, -3.51463], [-1.73920, -0.77919, -4.35724], [-2.73959, -1.69733, -5.48471], [-1.02148, -2.08666, -5.31611], [-2.88324, -4.64569, -3.29437], [-1.94350, -4.46445, -4.77654], [-3.63694, -3.94697, -4.73843], [-4.59491, -2.48779, -2.93892], [-5.12043, -2.51904, -1.24881], [-4.72915, -4.02993, -2.07151], [-1.74012, -3.18694, 0.00486], [-3.13606, -4.29907, -0.06999], [-3.32728, -2.64507, 0.54755], [1.76286, 0.34746, -3.34952], [2.38450, 1.51393, -2.19786], [-0.55155, 0.89044, -2.38649], [0.15343, 2.10251, -3.45167], [-1.70654, 3.72937, 0.24424], [-1.19975, 5.22616, 1.04972], [-0.25672, 3.73143, 1.23697], [0.14346, 6.81020, -0.34395], [1.42360, 6.02294, -1.27746], [1.34961, 5.79805, 0.46879], [-1.10113, 5.71262, -2.74287], [-0.43437, 5.44230, -4.36053], [0.42577, 6.47855, -3.21765], [2.26987, 3.27757, -3.07554], [2.38673, 4.96093, -3.58007], [1.52119, 3.79630, -4.59220], [1.50812, 2.85650, 2.17322], [3.26081, 3.13018, 2.35147], [2.16262, 3.49894, 3.68948], [3.49334, 0.23870, 4.73600], [3.19644, 1.88571, 5.31881], [4.43146, 1.58828, 4.08555], [-0.73189, 1.70253, 2.01430], [-1.57215, 1.26814, 2.98709], [-1.99563, 2.19568, 3.87511], [-2.79629, 1.83974, 4.91900], [-3.18114, 0.49428, 5.04212], [-2.74894, -0.42337, 4.12421], [-1.90910, -0.03945, 3.05708], [-1.31879, -1.09647, 1.85318], [-1.64046, 3.19569, 3.67395], [-3.12744, 2.59396, 5.61638], [-3.82490, 0.18575, 5.85467], [-3.03445, -1.46488, 4.18455], [-7.19540, -0.18698, 0.66624], [-5.75335, 1.13303, 0.61701], [-5.64165, 2.11209, 2.30713], [-6.06128, 2.42279, -0.82396], [-4.05570, 0.14491, 0.41663], [-2.59378, 1.22395, -0.29184], [-3.11002, 0.94404, -2.13961], [-8.14942, 0.29592, 0.87898], [-7.01414, -0.93402, 1.43984], [-7.28146, -0.69887, -0.29307], [-6.54747, 2.69866, 2.46273], [-4.79160, 2.79698, 2.29617], [-5.52367, 1.43004, 3.15059], [-6.81788, 3.13639, -0.49522], [-6.42748, 1.94327, -1.73216], [-5.15522, 2.98262, -1.05769], [-4.14790, -0.74016, -0.21413], [-3.74750, -0.19843, 1.40087], [-2.52643, 1.61759, -2.76215], [-4.16464, 1.18451, -2.24336], [-2.92282, -0.09015, -2.40885]], "mol_weight_g_mol": 893.652, "gap_ev": 7.5, "max_force_ha_per_bohr": 0.022, "charge": 1, "e_tot_ha": -6869.51818, "lumo_ev": -1.697, "homo_energy_ev": -9.2}